a.
C7H10N2O2 in the gas phase. Source: the Open Molecules 2025 dataset; level of theory: ωB97M-V/def2-TZVPD.

Atoms and positions in Å:
C1 -1.29428 -1.21989 -1.38234
C2 -1.61574 -0.22750 -0.60023
C3 -0.66041 0.89596 -0.29033
N1 -1.04256 2.25072 -0.13064
C4 0.58785 0.52062 -0.20247
C5 1.95524 1.03287 0.10499
C6 1.75062 -0.39030 -0.07371
C7 1.80585 -1.38553 1.01042
N2 -2.68137 -0.32804 0.28641
O1 -3.06743 -1.37255 0.83446
O2 -3.23004 0.75604 0.48152
H1 -2.00613 -2.04327 -1.49180
H2 -0.44478 -0.93873 -1.94374
H3 -0.24089 2.75072 0.18443
H4 -1.93876 2.55650 0.12068
H5 2.52891 1.58366 -0.80000
H6 2.20138 1.51613 1.06464
H7 2.13142 -0.96388 -0.92640
H8 1.13607 -1.23961 1.86423
H9 2.81182 -1.52103 1.28298
H10 1.31324 -2.23287 0.60690

As for the HOMO-LUMO gap: 7.804 eV. The HOMO energy is -8.3 eV. As for the SMILES: C=C(/C(N)=C1/C[C@H]1C)[N+](=O)[O-].



b.
C7H10N2O2 in the gas phase. Source: the Open Molecules 2025 dataset; level of theory: ωB97M-V/def2-TZVPD.

Atoms and positions in Å:
O1 -1.73587 2.02525 -0.04528
C1 -0.63271 1.57264 0.12178
O2 0.24900 1.52900 -0.87530
C2 -0.02088 1.45705 1.53614
C3 1.07512 0.40861 1.88333
C4 0.54408 -1.07598 1.66661
C5 0.29695 -1.24883 0.19129
N1 -0.94057 -1.61506 -0.21480
C6 -0.78127 -1.65719 -1.61129
C7 0.46088 -1.09244 -2.05367
N2 1.15039 -0.94243 -0.94475
H1 -0.35927 1.86353 -1.67880
H2 0.19111 2.40698 1.93504
H3 -1.03366 1.35457 2.18053
H4 2.09060 0.20699 1.21402
H5 1.60179 0.32178 2.92509
H6 1.26371 -1.83424 2.37049
H7 -0.48358 -1.29272 2.10221
H8 -1.71987 -2.42405 -2.09067
H9 1.07757 -0.94159 -3.00449
H10 2.14472 -0.37590 -0.87705

As for the HOMO-LUMO gap: 8.720 eV. The HOMO energy is -8.2 eV. As for the SMILES: O=C(O)CCCc1ncc[nH]1.



The most stable arrangement is b, and the next structure is 64.4 kcal/mol less stable.



a.
2 unconnected molecules or ions with the total composition C4H9O. Source: the Open Molecules 2025 dataset; level of theory: ωB97M-V/def2-TZVPD.

Atoms and positions in Å:
C1 -0.82215 -1.93235 -0.90184
O1 -0.44222 -1.70078 -2.17905
H1 -0.97966 -0.98001 -0.35102
H2 -0.09436 -2.50479 -0.25692
H3 -1.79968 -2.48286 -0.81866
C2 0.63914 0.52108 1.47376
C3 0.59335 0.81938 0.00716
C4 0.21444 1.99618 -0.47203
H4 -0.01969 1.19582 2.01643
H5 1.62968 0.51974 1.91890
H6 0.21656 -0.47129 1.63680
H7 0.91972 0.06281 -0.70602
H8 0.16542 2.19815 -1.53624
H9 -0.22054 2.75892 0.16872

Its net charge is -1. As for the HOMO-LUMO gap: 5.920 eV. The HOMO energy is -1.9 eV.



b.
2 unconnected molecules or ions with the total composition C4H9O. Source: the Open Molecules 2025 dataset; level of theory: ωB97M-V/def2-TZVPD.

Atoms and positions in Å:
C1 2.06477 0.16282 -0.22956
O1 2.78977 0.48594 0.82773
C2 1.21510 -1.15268 -0.23040
C3 0.55204 0.21440 -0.18721
C4 -0.20000 0.65977 -1.43316
H1 2.47158 0.39513 -1.23521
H2 -4.96007 0.06992 3.91037
H3 1.31333 -1.72127 0.68238
H4 1.21776 -1.65686 -1.19152
H5 -5.43629 -0.35192 3.61011
H6 0.14652 0.56784 0.75044
H7 0.09667 1.67008 -1.73403
H8 -1.28715 0.67888 -1.28332
H9 0.01598 -0.02206 -2.25663

Its net charge is -1. As for the HOMO-LUMO gap: 5.989 eV. The HOMO energy is -1.7 eV.



c.
2 unconnected molecules or ions with the total composition C4H9O. Source: the Open Molecules 2025 dataset; level of theory: ωB97M-V/def2-TZVPD.

Atoms and positions in Å:
C1 0.35414 2.23823 0.12017
O1 -0.67859 3.11165 0.22801
C2 0.40351 1.50287 -1.24553
C3 -0.12206 0.81735 0.00963
C4 0.81735 -0.20451 0.74583
H1 1.33982 2.54073 0.34414
H2 -2.24729 -5.97381 0.41446
H3 -0.37266 1.78316 -1.91761
H4 1.40690 1.09569 -1.56677
H5 -2.89539 -5.98600 0.05523
H6 -1.20927 0.59600 0.01325
H7 0.35857 -0.89710 1.57882
H8 1.19433 -0.88872 -0.04751
H9 1.65065 0.26446 1.26789

Its net charge is -1. As for the HOMO-LUMO gap: 5.653 eV. The HOMO energy is -1.6 eV.



d.
2 unconnected molecules or ions with the total composition C4H9O. Source: the Open Molecules 2025 dataset; level of theory: ωB97M-V/def2-TZVPD.

Atoms and positions in Å:
C1 -1.03814 1.49793 -0.30802
O1 -1.55154 2.52845 0.34221
C2 -1.95241 0.33376 -0.78526
C3 -0.96117 0.11095 0.34950
C4 0.20509 -0.80470 0.00964
H1 -0.20159 1.68748 -1.00493
H2 4.69386 -1.50331 1.37107
H3 -3.00472 0.49204 -0.58619
H4 -1.72368 -0.09647 -1.75825
H5 5.38722 -1.25462 1.25191
H6 -1.35084 0.09645 1.35806
H7 -0.14641 -1.81394 -0.24037
H8 0.73762 -0.38111 -0.84323
H9 0.90671 -0.89292 0.84386

Its net charge is -1. As for the HOMO-LUMO gap: 5.869 eV. The HOMO energy is -1.7 eV.



The most stable arrangement is a, and the next structure is 9.4 kcal/mol less stable.



a.
A gas-phase ion, CH2NO3S (charge -1). Source: the Open Molecules 2025 dataset; level of theory: ωB97M-V/def2-TZVPD.

Atoms and positions in Å:
O1 0.24533 -1.67743 0.08605
C1 0.60411 -0.46132 0.11006
O2 1.67683 0.08993 -0.02546
N1 -0.57831 0.34975 0.18836
O3 -0.29175 1.76133 0.01573
S1 -2.10033 -0.24560 0.03778
H1 0.67727 1.78939 -0.11441
H2 -1.19864 -1.46474 -0.20853

Its net charge is -1. As for the HOMO-LUMO gap: 6.720 eV. The HOMO energy is -3.0 eV. As for the SMILES: O=C([O-])N(O)S.



b.
2 unconnected molecules or ions with the total composition CH2NO3S. Source: the Open Molecules 2025 dataset; level of theory: ωB97M-V/def2-TZVPD.

Atoms and positions in Å:
C1 -2.59708 -0.08598 0.76447
N1 -0.22790 -0.60521 -1.12688
O1 0.76436 -1.15923 -2.03297
O2 -3.56822 0.27355 0.26180
O3 -1.67080 -0.49090 1.36254
S1 -0.00883 0.89874 -0.63308
H1 0.86647 0.87264 0.33977
H2 1.51286 -1.25027 -1.46326

Its net charge is -1. As for the HOMO-LUMO gap: 5.643 eV. The HOMO energy is -2.0 eV.



c.
2 unconnected molecules or ions with the total composition CH2NO3S. Source: the Open Molecules 2025 dataset; level of theory: ωB97M-V/def2-TZVPD.

Atoms and positions in Å:
C1 -0.84339 2.37945 -0.11794
N1 0.58295 -1.02672 -0.93181
O1 0.81606 0.04557 1.40769
O2 0.07261 3.04089 0.10868
O3 -1.40606 -1.02864 0.76968
S1 -0.28979 -0.09453 0.40299
H1 1.29356 -1.64721 -0.53550
H2 -0.22594 -1.66880 -1.10380

Its net charge is -1. As for the HOMO-LUMO gap: 7.822 eV. The HOMO energy is -3.6 eV.



The most stable arrangement is c, and the next structure is 21.5 kcal/mol less stable.



a.
2 unconnected molecules or ions with the total composition C4H6O. Source: the Open Molecules 2025 dataset; level of theory: ωB97M-V/def2-TZVPD.

Atoms and positions in Å:
C1 -0.53243 0.04212 1.04271
C2 -0.80594 0.95044 0.16470
C3 -1.37246 -0.40531 -0.11768
H1 -0.06545 -0.23405 1.97538
H2 -0.71153 1.95782 -0.20891
H3 -2.43991 -0.55802 0.04106
H4 -0.94349 -1.01504 -0.92070
C4 1.71801 -0.18157 -0.49156
O1 1.23759 -0.14667 -1.59638
H5 1.90779 -1.13611 0.03895
H6 2.00781 0.72639 0.07243

As for the HOMO-LUMO gap: 10.410 eV. The HOMO energy is -9.6 eV. As for the SMILES: C1=CC1.C=O.



b.
C4H6O in the gas phase. Source: the Open Molecules 2025 dataset; level of theory: ωB97M-V/def2-TZVPD.

Atoms and positions in Å:
C1 -0.75168 -0.60330 -0.03079
C2 0.94588 -1.04090 -0.05959
C3 -1.83053 0.32968 0.00468
C4 1.74525 0.20213 0.02126
O1 -3.07717 -0.06081 0.02483
H1 -1.29590 -1.67388 -0.06955
H2 -1.77650 1.39144 0.07870
H3 1.76832 0.52764 0.98102
H4 1.34862 1.02263 -0.49688
H5 2.88447 -0.00412 -0.38068
H6 -3.27900 -1.04536 0.19209

As for the HOMO-LUMO gap: 8.344 eV. The HOMO energy is -8.8 eV.



The most stable arrangement is a, and the next structure is 60.6 kcal/mol less stable.



a.
C4H6O in the gas phase. Source: the Open Molecules 2025 dataset; level of theory: ωB97M-V/def2-TZVPD.

Atoms and positions in Å:
C1 2.28960 0.23362 -0.03488
C2 0.88731 -0.06590 -0.11985
C3 -0.32121 -0.30730 -0.13422
C4 -1.76588 -0.54001 -0.01016
O1 -2.48274 0.68863 -0.17580
H1 2.29101 1.48695 0.08839
H2 2.72590 -0.41039 0.93690
H3 2.85774 -0.00548 -1.15003
H4 -2.00926 -1.14110 0.84232
H5 -2.09117 -1.24467 -0.82827
H6 -2.38130 1.30566 0.58558

As for the HOMO-LUMO gap: 10.157 eV. The HOMO energy is -9.3 eV. As for the SMILES: CC#CCO.



b.
2 unconnected molecules or ions with the total composition C4H6O. Source: the Open Molecules 2025 dataset; level of theory: ωB97M-V/def2-TZVPD.

Atoms and positions in Å:
C1 -2.00755 -0.08014 -0.40745
C2 -0.72186 0.27648 -0.23550
C3 0.54380 -0.52586 0.22415
C4 1.82521 0.34828 0.08588
H1 -2.78225 0.67228 -0.68043
H2 -2.27162 -1.08041 -0.18131
H3 -0.48062 1.32384 -0.32022
H4 0.59483 -0.63892 1.41074
H5 0.66857 -1.65592 -0.19196
H6 1.66592 1.49749 0.94744
O1 2.96557 -0.13713 -0.65134

As for the HOMO-LUMO gap: 9.936 eV. The HOMO energy is -10.0 eV.



c.
C4H6O in the gas phase. Source: the Open Molecules 2025 dataset; level of theory: ωB97M-V/def2-TZVPD.

Atoms and positions in Å:
C1 0.65666 0.93331 -0.05475
C2 1.01765 -0.35059 0.02021
C3 -0.04002 -1.34924 0.07749
O1 -1.42915 -0.29742 0.01296
C4 -0.92596 1.01977 -0.05782
H1 1.32286 1.81510 -0.10666
H2 1.89537 -1.00930 0.05686
H3 -0.02812 -1.93123 1.02285
H4 -0.03034 -2.03465 -0.79523
H5 -1.22494 1.64321 0.81258
H6 -1.22516 1.54628 -0.98981

As for the HOMO-LUMO gap: 10.311 eV. The HOMO energy is -9.3 eV. As for the SMILES: C1=CCOC1.



d.
A molecular structure, C4H6O. Source: the Open Molecules 2025 dataset; level of theory: ωB97M-V/def2-TZVPD.

Atoms and positions in Å:
C1 -1.22879 -0.43898 0.15453
C2 0.48927 0.54570 0.99270
C3 1.46806 -0.04326 -0.01032
O1 0.71142 0.35711 -1.17207
C4 -0.29416 0.75636 -0.23920
H1 -2.12761 -0.05510 0.63760
H2 -1.44210 -0.96747 -0.77495
H3 -0.77434 -1.15430 0.85636
H4 1.66058 -1.12286 0.02046
H5 2.42077 0.49648 0.07470
H6 -0.88309 1.62632 -0.53983

As for the HOMO-LUMO gap: 9.377 eV. The HOMO energy is -9.0 eV.



The most stable arrangement is c, and the next structure is 20.8 kcal/mol less stable.



a.
C4H6O in the gas phase. Source: the Open Molecules 2025 dataset; level of theory: ωB97M-V/def2-TZVPD.

Atoms and positions in Å:
C1 -0.23940 0.72286 1.53238
C2 -0.74138 -0.06694 0.51302
C3 0.02198 0.19483 -0.77048
C4 0.56214 -1.00443 -1.23322
O1 0.79840 1.42541 1.34288
H1 0.81988 0.86793 -0.15611
H2 -0.78318 0.82126 2.47767
H3 -1.52851 -0.79862 0.59415
H4 -0.42976 0.85725 -1.50924
H5 1.03041 -1.67958 -0.52748
H6 0.48941 -1.33999 -2.26356

As for the HOMO-LUMO gap (spin up / spin down): 7.971 / 6.652 eV. The HOMO energy (spin up / spin down) is -8.5 / -8.0 eV.



b.
C4H6O in the gas phase. Source: the Open Molecules 2025 dataset; level of theory: ωB97M-V/def2-TZVPD.

Atoms and positions in Å:
C1 0.17389 0.06231 -1.75774
C2 0.26213 -0.12850 -0.46135
C3 0.13661 0.87538 0.61947
C4 0.25049 -0.61644 0.89827
O1 -0.84533 -1.31250 1.39479
H1 0.03019 1.13436 -1.75208
H2 0.19658 -0.64796 -2.58741
H3 0.98312 1.52806 0.82471
H4 -0.84120 1.33117 0.77027
H5 1.18899 -0.93740 1.33193
H6 -1.53545 -1.28848 0.71914

As for the HOMO-LUMO gap: 10.693 eV. The HOMO energy is -9.8 eV. As for the SMILES: C=C1C[C@H]1O.



c.
A molecular structure, C4H6O. Source: the Open Molecules 2025 dataset; level of theory: ωB97M-V/def2-TZVPD.

Atoms and positions in Å:
C1 -1.16108 -0.50580 -0.11427
C2 0.00708 -0.10211 0.73824
C3 1.30699 -0.15429 -0.07760
O1 0.77743 0.71744 -1.09785
C4 -0.44113 0.78814 -0.38882
H1 -2.14269 -0.25859 0.28678
H2 -1.16057 -1.45294 -0.65164
H3 -0.01563 0.01379 1.81557
H4 1.65382 -1.09248 -0.52738
H5 2.13357 0.31994 0.46315
H6 -0.97376 1.73516 -0.39490

As for the HOMO-LUMO gap: 10.466 eV. The HOMO energy is -9.3 eV.



d.
C4H6O in the gas phase. Source: the Open Molecules 2025 dataset; level of theory: ωB97M-V/def2-TZVPD.

Atoms and positions in Å:
C1 -1.08859 1.75915 0.29961
C2 -0.08374 1.16947 0.97844
C3 0.50609 -0.07454 0.57761
C4 0.48474 -0.63893 -0.65496
O1 0.27045 -1.96918 -0.86435
H1 -1.62978 2.56393 0.77751
H2 -1.63283 1.19831 -0.44983
H3 0.12301 1.46492 2.00450
H4 1.04821 -0.76660 1.24860
H5 0.92591 -0.16615 -1.53143
H6 0.44169 -2.14298 -1.80053

As for the HOMO-LUMO gap: 8.401 eV. The HOMO energy is -7.7 eV. As for the SMILES: C=C/C=C/O.



The most stable arrangement is c, and the next structure is 4.2 kcal/mol less stable.



a.
C4H6O in the gas phase. Source: the Open Molecules 2025 dataset; level of theory: ωB97M-V/def2-TZVPD.

Atoms and positions in Å:
C1 0.63535 -0.46470 0.36959
C2 0.34165 -0.00980 -1.07703
C3 -1.11482 0.45038 -1.13160
O1 -1.61026 0.14501 0.04387
C4 -0.52460 0.26865 1.01253
H1 1.59392 -0.09751 0.74692
H2 0.61424 -1.55325 0.50836
H3 1.08145 0.68097 -1.49395
H4 0.23563 -0.83121 -1.79735
H5 -0.30843 1.33744 0.93576
H6 -0.89002 0.04738 2.01254

As for the HOMO-LUMO gap: 9.312 eV. The HOMO energy is -8.5 eV.



b.
C4H6O in the gas phase. Source: the Open Molecules 2025 dataset; level of theory: ωB97M-V/def2-TZVPD.

Atoms and positions in Å:
C1 -0.38887 -0.20743 -1.89998
C2 -0.43643 -0.27618 -0.54517
C3 0.47238 0.41957 0.42499
C4 0.20006 0.03962 1.81386
O1 0.95082 0.23445 2.74046
H1 -0.98731 -0.98467 -2.51702
H2 0.30250 0.42049 -2.40177
H3 -1.15529 -0.90170 -0.13231
H4 1.52309 0.14182 0.19547
H5 0.33285 1.50185 0.34497
H6 -0.81381 -0.38783 1.97651

As for the HOMO-LUMO gap: 10.859 eV. The HOMO energy is -10.0 eV. As for the SMILES: C=CCC=O.



The most stable arrangement is b, and the next structure is 38.1 kcal/mol less stable.